Below is a structure of composition C5H11NS in a non-equilibrium geometry, with properties calculated with ωB97M-V/def2-TZVPD.

Geometry (Å):
C  -2.5038  0.7078  -0.4607
C  0.4917  -0.6152  -1.3217
C  1.8307  -0.8200  0.9069
C  -0.7919  0.2360  0.9090
C  0.8861  -0.1013  0.0371
N  -1.6077  1.1858  0.2780
S  1.5509  1.6974  -0.1485
H  -3.2725  1.4616  -0.7300
H  -2.6055  -0.3011  -0.7843
H  -0.2343  -0.1215  -1.8403
H  0.2676  -1.6194  -1.1788
H  1.2872  -0.6455  -2.0433
H  2.3010  -0.2264  1.6951
H  2.5075  -1.3434  0.3593
H  1.4313  -1.6104  1.4021
H  -0.5798  0.4197  1.9452
H  -1.3531  -0.6725  1.0076
H  0.3947  2.3683  -0.0327

Computed properties:
Molecular weight (g mol⁻¹): 117.22
Gap between HOMO and LUMO (eV): 9.48
HOMO energy (hartree): -0.318
Energy relative to the best compared isomer or geometry (same formula, charge and spin) (kcal/mol): 60.5

Below is a cluster of 2 separate species, C5H11NSi in total in a non-equilibrium geometry, with properties calculated with ωB97M-V/def2-TZVPD.

Geometry (Å):
C  -0.4218  0.2876  -2.4218
C  -2.1455  -0.6323  -0.9808
C  1.8904  -1.0917  1.2504
C  0.2821  1.6333  1.3795
C  -0.7231  -0.7220  -1.5402
N  -0.3483  1.1660  -3.1657
Si  1.2701  0.4314  0.3082
H  -2.6177  0.3695  -0.8516
H  -2.9173  -1.2490  -1.3583
H  -2.1340  -1.0861  0.1691
H  2.8487  -1.3797  1.1420
H  1.6970  -1.0837  2.3414
H  1.3393  -2.0642  1.0204
H  0.8734  2.1997  2.0046
H  -0.2563  2.3175  0.8696
H  -0.4742  1.3177  1.9915
H  -0.1543  -1.7048  -1.4129
H  1.9914  1.2908  -0.7455

Computed properties:
Molecular weight (g mol⁻¹): 113.24
Gap between HOMO and LUMO (eV): 7.17
HOMO energy (hartree): -0.277
Energy relative to the best compared isomer or geometry (same formula, charge and spin) (kcal/mol): 106.2

Below is a cluster of 2 separate species, C5H11O2 in total in a non-equilibrium geometry, with properties calculated with ωB97M-V/def2-TZVPD.

Geometry (Å):
C  -1.2142  -1.0390  -0.9979
C  0.0401  -1.6143  -1.7937
O  0.8317  -2.3816  -1.2147
O  0.0847  -1.1753  -2.9740
H  -0.9856  -1.1605  0.0685
H  -2.0911  -1.6474  -1.2050
H  -1.2075  0.0098  -1.2694
C  0.1865  1.2420  2.1231
C  1.3819  2.2030  2.1928
C  -1.1502  1.9133  1.7544
H  0.4683  0.4284  1.4453
H  -0.0489  0.6500  3.0110
H  1.5606  2.5547  3.2025
H  1.1308  3.0121  1.5047
H  -1.3744  1.7502  0.6936
H  -2.0093  1.3584  2.1490
H  2.2478  1.7183  1.7486
H  -1.1726  2.9574  2.0512

Computed properties:
Molecular weight (g mol⁻¹): 103.14
Total charge: -1
Gap between HOMO and LUMO (eV): 7.24
HOMO energy (hartree): -0.137
Energy relative to the best compared isomer or geometry (same formula, charge and spin) (kcal/mol): 16.1

Below is a cluster of 2 separate species, C5H11O2 in total in a non-equilibrium geometry, with properties calculated with ωB97M-V/def2-TZVPD.

Geometry (Å):
C  1.0944  1.5184  0.4390
O  1.6680  0.3178  0.7428
C  0.0185  1.4634  -0.6560
C  -1.3639  0.9666  -0.2219
C  -1.3394  -0.5529  -0.1125
C  -2.4269  -1.2691  0.1928
H  0.6711  1.9540  1.3786
H  1.8333  2.2308  -0.0171
H  0.2970  0.9230  -1.5767
H  -0.0017  2.4665  -1.1388
H  -1.6001  1.4718  0.7301
H  -2.1260  1.4200  -0.8716
H  -0.4997  -1.0921  -0.5303
H  -3.4111  -0.8432  0.3738
H  -2.2990  -2.3026  0.5052
H  1.6135  -1.3985  0.2292
H  1.7080  -2.9093  0.1276
O  1.8866  -2.1312  -0.3855

Computed properties:
Molecular weight (g mol⁻¹): 103.14
Total charge: -1
Gap between HOMO and LUMO (eV): 6.67
HOMO energy (hartree): -0.099
Energy relative to the best compared isomer or geometry (same formula, charge and spin) (kcal/mol): 66.1

Below is a cluster of 2 separate species, C5H11O2 in total in a non-equilibrium geometry, with properties calculated with ωB97M-V/def2-TZVPD.

Geometry (Å):
C  -1.2031  -0.7302  -0.6248
C  -2.5707  -1.2402  -0.1621
C  -0.9555  0.6735  -0.0692
H  -0.4148  -1.3951  -0.2740
H  -1.0780  -0.6357  -1.7101
H  -2.6825  -2.3374  -0.2253
H  -3.3345  -0.5676  -0.5513
H  0.0104  0.7655  0.4324
H  -0.9134  1.4705  -0.7981
H  -2.6034  -1.3184  0.9367
H  -1.6112  0.9728  0.7356
C  2.5686  0.0598  0.6756
C  2.3761  1.3737  -0.1650
O  2.5579  2.3959  0.5263
O  2.0865  1.2533  -1.3830
H  3.3933  0.1656  1.3729
H  2.6913  -0.7756  -0.0172
H  1.6831  -0.1304  1.3005

Computed properties:
Molecular weight (g mol⁻¹): 103.14
Total charge: -1
Gap between HOMO and LUMO (eV): 7.42
HOMO energy (hartree): -0.142
Energy relative to the best compared isomer or geometry (same formula, charge and spin) (kcal/mol): 16.0

Below is a cluster of 2 separate species, C5H11O2 in total in a non-equilibrium geometry, with properties calculated with ωB97M-V/def2-TZVPD.

Geometry (Å):
C  1.5681  0.0563  1.8201
C  1.8387  -1.4883  1.3043
O  2.3380  -2.3471  2.0272
O  1.7414  -1.5376  -0.0232
H  2.5090  0.4216  2.0793
H  0.8199  -0.1485  2.5999
H  1.1927  0.7792  1.0401
C  -1.0805  0.1244  -1.5014
C  -0.6202  1.5960  -1.3025
C  -1.5477  -0.5841  -0.2347
H  -1.8823  0.1760  -2.2764
H  -0.2759  -0.5252  -1.9018
H  0.2015  1.7481  -0.4104
H  -1.5470  2.1380  -0.9073
H  -0.6928  -1.1486  -0.1137
H  -1.8625  0.1205  0.5563
H  -0.2507  1.8797  -2.3098
H  -2.4497  -1.2603  -0.4461

Computed properties:
Molecular weight (g mol⁻¹): 103.14
Total charge: -1
Gap between HOMO and LUMO (eV): 7.52
HOMO energy (hartree): -0.134
Energy relative to the best compared isomer or geometry (same formula, charge and spin) (kcal/mol): 37.3

Below is a cluster of 2 separate species, C5H11O2 in total in a non-equilibrium geometry, with properties calculated with ωB97M-V/def2-TZVPD.

Geometry (Å):
C  -0.0403  -1.8059  0.6948
C  -0.7081  -0.6810  1.4155
C  -0.0051  -1.5725  -0.8803
O  0.8508  -0.8079  -1.3770
O  -0.7894  -2.1107  -1.6015
H  0.9754  -2.1088  0.9600
H  -0.5946  -2.7247  1.0319
H  -0.9048  -0.9185  2.4190
H  -1.6524  -0.5647  0.9658
H  -0.2868  0.2532  0.9834
C  -0.1060  3.4259  0.1557
C  0.8065  2.5424  0.9857
H  -1.1878  3.4495  0.2788
H  0.4283  4.4767  0.2025
H  0.1518  3.1702  -0.9299
H  1.6741  2.2151  0.4040
H  0.2296  1.6109  1.2443
H  0.9935  3.0363  2.0395

Computed properties:
Molecular weight (g mol⁻¹): 103.14
Total charge: -1
Gap between HOMO and LUMO (eV): 7.10
HOMO energy (hartree): -0.124
Energy relative to the best compared isomer or geometry (same formula, charge and spin) (kcal/mol): 45.3

Below is a cluster of 3 separate species, C5H11O2 in total in a non-equilibrium geometry, with properties calculated with ωB97M-V/def2-TZVPD.

Geometry (Å):
C  -0.4032  0.2349  1.4759
O  0.0127  0.0155  2.7530
C  0.4289  -0.5689  0.3590
C  0.0029  -0.1826  -1.0492
C  0.6470  -0.3203  -2.2735
C  -0.0021  -0.6195  -3.5327
H  -0.3831  1.3363  1.1676
H  -1.5587  -0.1341  1.2424
H  1.4815  -0.4377  0.4866
H  0.2110  -1.5708  0.6156
H  -0.9973  0.1163  -1.1994
H  0.3377  -2.2339  -1.8892
H  1.7056  -0.1095  -2.3969
H  0.6127  -0.4065  -4.4704
H  -1.1057  -0.7951  -3.4933
H  -0.3372  2.1652  4.8701
H  -0.2595  1.3330  3.4277
O  -0.3932  2.1777  3.9066

Computed properties:
Molecular weight (g mol⁻¹): 103.14
Total charge: -2
2S+1: 2
Gap between HOMO and LUMO (spin up / spin down) (eV): 4.61 / 4.33
HOMO energy (spin up / spin down) (hartree): 0.066 / 0.076
Energy relative to the best compared isomer or geometry (same formula, charge and spin) (kcal/mol): 129.8
Expectation value of S²: 0.76

Below is a cluster of 2 separate species, C5H11O2 in total in a non-equilibrium geometry, with properties calculated with ωB97M-V/def2-TZVPD.

Geometry (Å):
C  -1.7902  1.4232  -0.0353
C  -1.2691  1.3220  1.3765
H  -2.0593  0.4278  -0.5241
H  -2.7850  1.8781  -0.0003
H  -1.0774  1.8522  -0.7065
H  -0.9806  2.2545  1.8704
H  -0.2391  0.8294  1.3525
H  -2.0118  0.9891  2.0236
C  1.5917  -1.5342  -0.4427
C  0.6491  -1.3251  -1.5179
C  1.5601  -0.4320  0.6707
O  1.1513  0.7381  0.4409
O  2.0340  -0.9331  1.6949
H  1.3957  -2.4405  0.0907
H  2.6108  -1.6840  -0.7965
H  1.2538  -1.3300  -2.4390
H  0.2690  -0.2252  -1.6100
H  -0.3030  -1.8102  -1.4476

Computed properties:
Molecular weight (g mol⁻¹): 103.14
2S+1: 2
Gap between HOMO and LUMO (spin up / spin down) (eV): 10.76 / 6.44
HOMO energy (spin up / spin down) (hartree): -0.367 / -0.365
Energy relative to the best compared isomer or geometry (same formula, charge and spin) (kcal/mol): 36.1
Expectation value of S²: 0.76

Below is a cluster of 2 separate species, C5H11O2 in total in a non-equilibrium geometry, with properties calculated with ωB97M-V/def2-TZVPD.

Geometry (Å):
C  -0.2329  1.0514  0.5844
C  1.1576  1.3094  1.1560
C  -0.3664  1.7314  -0.7743
O  0.5485  2.1053  -1.4738
O  -1.6095  1.9128  -1.1288
H  -0.5008  -0.0006  0.5730
H  -0.9614  1.5674  1.2220
H  1.9538  1.0349  0.4615
H  1.2760  0.6979  2.0427
H  1.2919  2.3667  1.3925
C  0.8695  -3.4522  0.5758
C  -0.6406  -3.6947  0.4578
H  1.4945  -4.3399  0.4605
H  1.1575  -2.6448  -0.1008
H  1.1270  -3.0606  1.5624
H  -1.1853  -2.9908  1.0818
H  -0.9515  -3.5348  -0.5824
H  -0.9555  -4.7078  0.6843

Computed properties:
Molecular weight (g mol⁻¹): 103.14
2S+1: 2
Gap between HOMO and LUMO (spin up / spin down) (eV): 11.79 / 7.80
HOMO energy (spin up / spin down) (hartree): -0.406 / -0.394
Energy relative to the best compared isomer or geometry (same formula, charge and spin) (kcal/mol): 2.4
Expectation value of S²: 0.75

Below is an isolated molecule of C5H11O2P in a non-equilibrium geometry, with properties calculated with ωB97M-V/def2-TZVPD.

Geometry (Å):
C  -1.8347  -0.5409  -0.4626
C  -1.4734  0.7834  0.1574
C  -0.8623  -1.7017  -0.0601
C  0.5326  0.5745  0.6986
C  1.3926  1.5400  0.0750
O  1.8454  -2.0387  0.4580
O  2.5172  0.9369  -0.5500
P  0.8775  -1.0665  -0.0956
H  -2.9424  -0.7171  -0.1587
H  -2.0634  -0.5917  -1.5378
H  -1.3975  1.7031  -0.5188
H  -1.9245  1.0201  1.2392
H  -0.7941  -2.0266  1.0132
H  -1.1501  -2.6888  -0.5993
H  0.5243  0.4551  1.7502
H  1.6706  2.3846  0.8053
H  0.8643  2.0237  -0.7545
H  3.1988  0.6029  0.0668
H  1.0190  -0.6522  -1.5263

Computed properties:
Molecular weight (g mol⁻¹): 134.12
Gap between HOMO and LUMO (eV): 10.26
HOMO energy (hartree): -0.347
Energy relative to the best compared isomer or geometry (same formula, charge and spin) (kcal/mol): 35.2

Below is a cluster of 2 separate species, C5H11O2S in total in a non-equilibrium geometry, with properties calculated with ωB97M-V/def2-TZVPD.

Geometry (Å):
C  -1.5804  1.3322  0.3206
C  -2.2780  0.7833  -2.3195
S  -1.6831  2.2867  -1.2529
H  -0.9699  0.4479  0.2679
H  -1.1581  2.1056  1.1245
H  -2.6262  1.0740  0.5339
H  -2.1778  -0.1213  -1.7604
H  -1.5397  0.7272  -3.1288
H  -3.2435  1.0812  -2.7112
C  1.6252  -0.4462  1.3710
C  3.1548  -0.7177  1.3766
C  0.9650  -1.7279  0.8352
O  0.9108  -1.6814  -0.4270
O  0.8294  -2.7186  1.5725
H  1.1822  -0.2361  2.3686
H  1.3591  0.3453  0.6840
H  3.3262  -1.6401  0.7451
H  3.4625  -1.2367  2.3087
H  3.7649  0.1203  1.0406

Computed properties:
Molecular weight (g mol⁻¹): 135.21
Total charge: -1
Gap between HOMO and LUMO (eV): 6.89
HOMO energy (hartree): -0.142
Energy relative to the best compared isomer or geometry (same formula, charge and spin) (kcal/mol): 28.9

Below is a cluster of 2 separate species, C5H11O3 in total in a non-equilibrium geometry, with properties calculated with ωB97M-V/def2-TZVPD.

Geometry (Å):
O  -0.5240  -2.0690  -1.2330
C  0.0715  -1.9072  -0.1206
O  0.2114  -2.8082  0.7359
C  0.8089  -0.4293  0.0867
C  -0.3371  0.4851  0.5080
C  -1.2518  1.0941  -0.4861
C  -2.4310  1.9660  0.0940
H  1.7184  -0.4879  0.7036
H  1.0349  -0.1250  -0.9488
H  -1.1006  -0.0474  1.0899
H  0.2385  1.1999  1.2923
H  -0.6491  1.6947  -1.2297
H  -1.6828  0.3055  -1.0979
H  -3.1410  1.3931  0.6584
H  -3.0447  2.4637  -0.7766
H  -1.9983  2.8749  0.5580
H  3.4162  1.3636  0.3797
H  2.1940  2.1494  -0.0992
O  3.0441  2.3726  0.3694

Computed properties:
Molecular weight (g mol⁻¹): 119.14
Total charge: -1
Gap between HOMO and LUMO (eV): 7.59
HOMO energy (hartree): -0.148
Energy relative to the best compared isomer or geometry (same formula, charge and spin) (kcal/mol): 42.0